1.
The following is a quantum chemistry calculation of a 2-piece molecular cluster, C42H46NOSi overall, from the OMol25 dataset.

Geometry as ORCA input:
```
! RIJCOSX wB97M-V def2-TZVPD def2/J DEFGRID3
* xyz 1 1
C -2.631 -5.534 -2.347
Si -2.169 -4.013 -3.299
C -0.642 -4.316 -4.309
C -3.549 -3.384 -4.368
O -1.936 -2.789 -2.215
C -0.943 -2.125 -1.455
C -0.064 -3.208 -0.810
C 1.100 -3.630 -1.458
C 1.877 -4.652 -0.907
C 1.426 -5.346 0.216
C 0.196 -5.008 0.785
C -0.563 -3.954 0.265
C -0.200 -1.102 -2.334
C -0.900 -0.488 -3.375
C -0.260 0.450 -4.189
C 1.088 0.757 -3.993
C 1.791 0.128 -2.963
C 1.141 -0.768 -2.107
C -1.812 -1.298 -0.441
C -3.101 -0.626 -1.010
C -3.088 0.803 -0.471
C -2.080 0.758 0.679
N -1.104 -0.209 0.200
C 0.086 -0.411 0.846
C 0.570 0.393 1.849
C 1.241 -0.241 2.960
C 2.186 0.417 3.793
C 2.782 -0.256 4.855
C 2.477 -1.603 5.115
C 1.547 -2.269 4.305
C 0.928 -1.597 3.262
H -2.843 -6.340 -3.065
H -1.823 -5.866 -1.682
H -3.532 -5.359 -1.742
H -0.949 -4.904 -5.186
H -0.184 -3.382 -4.660
H 0.109 -4.893 -3.753
H -3.828 -4.162 -5.093
H -4.432 -3.132 -3.767
H -3.241 -2.490 -4.928
H 1.406 -3.156 -2.394
H 2.830 -4.901 -1.377
H 2.018 -6.161 0.630
H -0.194 -5.559 1.641
H -1.550 -3.730 0.679
H -1.945 -0.763 -3.568
H -0.836 0.931 -4.980
H 1.596 1.475 -4.642
H 2.855 0.322 -2.807
H 1.692 -1.216 -1.273
H -2.187 -1.985 0.348
H -3.169 -0.675 -2.104
H -3.961 -1.187 -0.615
H -2.731 1.498 -1.246
H -4.071 1.150 -0.139
H -1.628 1.724 0.913
H -2.580 0.383 1.604
H 0.631 -1.329 0.580
H 0.439 1.500 1.873
H 2.437 1.457 3.566
H 3.490 0.276 5.493
H 2.948 -2.126 5.946
H 1.296 -3.313 4.498
H 0.157 -2.099 2.669
C -2.073 7.914 2.600
C -1.359 6.597 2.418
C -2.049 5.397 2.207
C -1.379 4.222 1.876
C 0.035 4.174 1.732
C 0.671 2.999 1.132
C 2.112 2.943 0.911
C 2.664 2.427 -0.288
C 4.049 2.376 -0.463
C 4.910 2.813 0.556
C 4.378 3.220 1.783
C 2.994 3.276 1.962
C 0.722 5.361 2.114
C 0.041 6.533 2.439
H -1.465 8.581 3.227
H -2.258 8.450 1.654
H -3.049 7.772 3.084
H -3.141 5.383 2.285
H -1.950 3.308 1.710
H 0.078 2.538 0.335
H 1.988 2.077 -1.076
H 4.462 2.021 -1.414
H 5.990 2.842 0.385
H 5.033 3.530 2.601
H 2.574 3.560 2.934
H 1.812 5.378 2.112
H 0.596 7.439 2.688
*
```

Summary:
- LUMO energy (hartree) = -0.198
- Kohn-Sham gap (eV) = 4.14
- HOMO energy (eV) = -9.535
- energy relative to the best compared isomer or geometry (same formula, charge and spin) (kcal/mol) = 18.7
- strongest force on any atom (eV/Å) = 3.586

---

2.
The following is a quantum chemistry calculation of C18H24N8O4RuS2 as an isolated structure, from the OMol25 dataset.

Geometry as ORCA input:
```
! RIJCOSX wB97M-V def2-TZVPD def2/J DEFGRID3
* xyz 1 2
Ru -0.094 0.517 -0.274
C -0.808 -1.398 3.524
C -0.771 -0.956 2.103
N -0.149 0.118 1.721
O 0.518 0.803 2.727
C -1.411 -1.660 1.031
C -2.275 -2.868 1.178
N -1.233 -1.084 -0.152
O -1.777 -1.449 -1.199
H 0.202 -1.424 3.931
H -1.259 -2.380 3.617
H -1.376 -0.683 4.122
H 0.569 1.713 2.404
H -2.948 -2.773 2.030
H -1.674 -3.769 1.318
H -2.867 -2.995 0.275
N -4.165 -1.153 -6.946
C -3.156 -0.774 -6.111
C -2.697 -1.639 -5.108
C -1.685 -1.250 -4.257
C -1.116 0.011 -4.397
C -1.555 0.881 -5.395
C -2.567 0.496 -6.240
S 0.202 0.492 -3.380
O 0.709 -0.652 -2.648
O 1.110 1.300 -4.139
N -0.378 1.435 -2.130
C -1.688 1.715 -1.880
N -2.603 2.153 -2.719
C -3.818 2.328 -2.206
C -4.146 2.080 -0.868
C -3.131 1.623 -0.052
N -1.912 1.471 -0.551
H -4.504 -2.096 -6.933
H -4.408 -0.586 -7.736
H -3.134 -2.625 -5.012
H -1.323 -1.918 -3.489
H -1.090 1.851 -5.506
H -2.908 1.166 -7.020
H -4.572 2.689 -2.896
H -5.145 2.231 -0.493
H -3.275 1.382 0.994
C 3.406 2.083 -2.342
N 3.337 2.457 -0.936
C 3.658 3.811 -0.477
C 3.636 3.651 1.047
N 2.802 2.448 1.196
C 2.840 1.731 0.040
S 2.340 0.094 -0.084
H 4.426 2.220 -2.698
H 2.725 2.701 -2.927
H 3.111 1.044 -2.451
H 2.887 4.501 -0.830
H 4.620 4.131 -0.869
H 3.200 4.507 1.553
H 4.636 3.470 1.445
H 2.824 1.905 2.048
*
```

Summary:
- LUMO energy (spin up / spin down) (hartree) = -0.130 / -0.153
- Kohn-Sham gap (spin up / spin down) (eV) = 6.75 / 6.14
- HOMO energy (spin up / spin down) (eV) = -10.293 / -10.298
- energy relative to the best compared isomer or geometry (same formula, charge and spin) (kcal/mol) = 20.3
- strongest force on any atom (eV/Å) = 0.641

---

Q: strongest force on any atom of number 1 (C42H46NOSi)?
A: 3.586 eV/Å